{
  "formula": "C3BrN",
  "method": "wB97M-V/def2-TZVPD",
  "elements": ["C", "C", "C", "N", "Br"],
  "xyz": [[-0.303657, -0.449677, -0.479663], [1.532703, 0.517802, 0.588591], [-1.605050, -0.117680, -0.221697], [-2.692210, 0.198663, 0.086913], [3.068214, -0.149106, 0.025854]],
  "forces_ev_per_a": [[1.5123, -0.1554, -0.1337], [-1.9132, 0.0163, -0.1043], [0.0452, 0.7174, 0.8845], [0.0868, -0.2006, -0.2908], [0.2689, -0.3778, -0.3556]],
  "mulliken_charge": [-0.53, 0.05, 0.59, -0.28, 0.17],
  "homo_energy_ev": [-9.123, -8.754],
  "relative_energy_kcal_mol": 0.00,
  "largest_force_ev_per_a": 1.916,
  "lumo_ev": [-2.0907, -2.2925]
}